No. 1
{"formula": "C22H28N4O2", "method": "ωB97M-V/def2-TZVPD", "charge": 0, "e_tot_ev": -33324.7046, "lumo_ev": 0.638, "smiles": "COCCNC(=O)CCc1c(C)nc2c(c(C)nn2-c2ccc(C)cc2)c1C", "spin_multiplicity": 1, "elements": ["C", "O", "C", "C", "N", "C", "O", "C", "C", "C", "C", "C", "N", "C", "C", "C", "C", "N", "N", "C", "C", "C", "C", "C", "C", "C", "C", "C", "H", "H", "H", "H", "H", "H", "H", "H", "H", "H", "H", "H", "H", "H", "H", "H", "H", "H", "H", "H", "H", "H", "H", "H", "H", "H", "H", "H"], "coordinates": [[2.7952, -0.3957, 6.1413], [3.5288, -1.2276, 5.2670], [3.4828, -2.5949, 5.5777], [2.1098, -3.2461, 5.3231], [1.6282, -2.9536, 3.9949], [0.6954, -1.9941, 3.7744], [0.0615, -1.4785, 4.6715], [0.5158, -1.6421, 2.3073], [-0.8223, -0.9333, 2.0648], [-0.8360, -0.2193, 0.7411], [-1.2809, -0.8922, -0.4175], [-1.7871, -2.3026, -0.3689], [-1.3027, -0.3462, -1.6199], [-0.8825, 0.9086, -1.7068], [-0.4154, 1.6888, -0.6177], [-0.0964, 2.9480, -1.2129], [0.4311, 4.1957, -0.5989], [-0.3441, 2.9111, -2.4976], [-0.8170, 1.6904, -2.8203], [-1.1597, 1.3960, -4.1408], [-1.6502, 0.1445, -4.4966], [-1.9795, -0.1094, -5.8146], [-1.8318, 0.8611, -6.7972], [-2.1715, 0.5720, -8.2282], [-1.3400, 2.1076, -6.4251], [-1.0057, 2.3796, -5.1144], [-0.3847, 1.0952, 0.6515], [0.0878, 1.8524, 1.8541], [3.0664, 0.6256, 5.8806], [3.0677, -0.5892, 7.1852], [1.7156, -0.5240, 6.0181], [3.7674, -2.7685, 6.6266], [4.2331, -3.0553, 4.9274], [2.1972, -4.3276, 5.4598], [1.3636, -2.8550, 6.0176], [2.2170, -3.2407, 3.2283], [0.5995, -2.5429, 1.6970], [1.3427, -0.9803, 2.0321], [-1.6260, -1.6674, 2.1143], [-0.9819, -0.2269, 2.8798], [-2.0186, -2.6245, -1.3802], [-1.0461, -2.9752, 0.0570], [-2.6929, -2.3631, 0.2328], [-0.2262, 4.5427, 0.1972], [0.4917, 4.9608, -1.3683], [1.4270, 4.0344, -0.1864], [-1.7695, -0.6115, -3.7383], [-2.3612, -1.0842, -6.0835], [-2.6281, 1.4396, -8.6999], [-1.2665, 0.3263, -8.7852], [-2.8544, -0.2708, -8.3033], [-1.2186, 2.8765, -7.1747], [-0.6260, 3.3456, -4.8232], [0.7698, 1.2568, 2.4562], [-0.7640, 2.1175, 2.4817], [0.5923, 2.7656, 1.5598]], "forces_ev_per_a": [[-0.11, 0.05, 0.05], [0.06, -0.03, -0.14], [-0.18, -0.18, -0.03], [0.26, 0.28, 0.19], [0.22, -0.29, 0.07], [0.22, -0.32, -0.47], [-0.25, 0.25, 0.18], [-0.31, 0.25, 0.23], [0.22, 0.01, -0.04], [-0.01, 0.11, 0.05], [0.04, 0.13, -0.05], [-0.02, 0.01, 0.04], [-0.07, -0.02, -0.33], [0.23, 0.19, 0.92], [-0.25, -0.52, -0.50], [-0.06, -0.08, -0.20], [0.00, -0.01, -0.06], [0.21, 0.61, 0.05], [0.06, -0.20, 0.69], [-0.16, -0.07, -0.77], [0.04, -0.01, 0.17], [0.04, 0.22, -0.16], [-0.06, -0.05, 0.00], [0.09, 0.00, 0.00], [-0.05, -0.17, 0.06], [0.05, 0.04, 0.13], [-0.12, -0.13, -0.32], [-0.04, 0.00, -0.04], [-0.04, 0.02, 0.08], [0.03, 0.03, 0.01], [0.07, 0.01, 0.04], [0.02, -0.02, -0.08], [-0.03, -0.05, 0.12], [-0.02, 0.07, 0.08], [0.08, -0.14, -0.04], [-0.16, 0.09, -0.06], [0.07, 0.02, -0.03], [0.02, -0.03, -0.03], [-0.03, 0.05, 0.08], [-0.05, -0.11, -0.02], [0.01, -0.02, 0.01], [0.01, -0.13, 0.09], [-0.06, -0.09, 0.08], [0.03, 0.07, 0.06], [0.02, 0.07, 0.01], [0.03, 0.06, 0.06], [-0.02, -0.02, -0.06], [-0.05, -0.09, -0.02], [-0.05, 0.01, -0.09], [0.00, -0.03, -0.11], [-0.05, -0.04, -0.07], [0.01, 0.09, -0.06], [0.01, 0.05, -0.02], [0.04, -0.01, 0.10], [0.01, 0.03, 0.10], [0.04, 0.06, 0.06]], "mulliken_charge": [-0.589, -0.341, -0.440, -0.811, -0.120, 0.537, -0.671, -0.539, -1.268, 0.747, -0.081, -1.357, -0.478, -0.021, 0.264, 0.660, -1.518, -1.349, 0.750, 1.194, -0.321, -0.998, 0.856, -1.402, -0.823, -0.768, 0.690, -1.494, 0.221, 0.302, 0.242, 0.335, 0.338, 0.368, 0.350, 0.264, 0.379, 0.297, 0.468, 0.486, 0.313, 0.252, 0.360, 0.363, 0.355, 0.339, 0.625, 0.331, 0.367, 0.275, 0.357, 0.377, 0.372, 0.272, 0.323, 0.358]}

---

No. 2
{"formula": "C22H28N4O4", "method": "ωB97M-V/def2-TZVPD", "charge": 0, "e_tot_ev": -37417.8656, "lumo_ev": 0.612, "smiles": "COc1ccc(CC(=O)N/N=C(\\C)CC(=O)Nc2ccc(N(C)C)cc2)cc1OC", "spin_multiplicity": 1, "elements": ["C", "O", "C", "C", "C", "C", "C", "C", "O", "N", "N", "C", "C", "C", "C", "O", "N", "C", "C", "C", "C", "N", "C", "C", "C", "C", "C", "C", "O", "C", "H", "H", "H", "H", "H", "H", "H", "H", "H", "H", "H", "H", "H", "H", "H", "H", "H", "H", "H", "H", "H", "H", "H", "H", "H", "H", "H", "H"], "coordinates": [[-0.6295, 2.0635, 3.7610], [0.6171, 2.5157, 3.2977], [0.8153, 2.6304, 1.9424], [-0.1753, 2.3594, 1.0057], [0.0599, 2.4574, -0.3530], [1.3088, 2.8380, -0.8185], [1.5897, 2.8596, -2.2967], [1.5499, 1.4109, -2.7710], [0.6402, 0.9355, -3.4124], [2.6249, 0.7009, -2.3244], [2.6773, -0.6795, -2.2689], [2.4837, -1.4067, -3.3000], [2.3081, -0.9453, -4.7055], [2.3635, -2.8692, -3.0142], [0.9471, -3.1862, -2.4779], [0.2611, -4.0490, -2.9768], [0.6388, -2.4206, -1.4120], [-0.5611, -2.3380, -0.6964], [-1.6139, -3.2311, -0.8705], [-2.7687, -3.0980, -0.1307], [-2.9189, -2.0840, 0.8234], [-4.1092, -1.9405, 1.5185], [-4.8108, -3.0995, 2.0191], [-4.3403, -0.7551, 2.3040], [-1.8539, -1.1914, 0.9814], [-0.7003, -1.3142, 0.2341], [2.3000, 3.1176, 0.1079], [2.0821, 3.0333, 1.4807], [3.1791, 3.3449, 2.2276], [3.0999, 3.4903, 3.6277], [-1.4401, 2.7433, 3.4786], [-0.8519, 1.0550, 3.3971], [-0.5433, 2.0413, 4.8467], [-1.1561, 2.0568, 1.3332], [-0.7282, 2.2209, -1.0506], [0.8136, 3.4072, -2.8315], [2.5623, 3.3057, -2.5045], [3.1765, 1.1171, -1.5838], [1.2533, -0.7403, -4.8916], [2.8547, -0.0175, -4.8706], [2.6478, -1.7041, -5.4057], [3.0708, -3.1626, -2.2367], [2.5244, -3.4716, -3.9058], [1.3257, -1.7057, -1.1832], [-1.5266, -4.0170, -1.6018], [-3.5788, -3.7858, -0.3170], [-5.8815, -3.0021, 1.8207], [-4.4482, -4.0058, 1.5452], [-4.6694, -3.2029, 3.1030], [-5.4047, -0.7005, 2.5350], [-3.7838, -0.7501, 3.2529], [-4.0727, 0.1289, 1.7272], [-1.9148, -0.3941, 1.7047], [0.1044, -0.6047, 0.3748], [3.2851, 3.4280, -0.2077], [2.8865, 2.5413, 4.1233], [4.0851, 3.8451, 3.9307], [2.3450, 4.2253, 3.9146]], "forces_ev_per_a": [[-0.21, -0.08, 0.09], [0.37, 0.14, -0.39], [0.05, 0.00, 0.22], [0.00, 0.00, 0.10], [0.08, 0.05, -0.04], [-0.04, 0.15, 0.20], [-0.18, -0.17, -0.06], [-0.02, 0.40, -0.07], [-0.17, -0.06, -0.01], [0.63, -0.17, -0.40], [0.13, -0.32, 0.49], [0.10, 0.50, -0.16], [-0.04, 0.16, -0.06], [-0.23, -0.25, 0.09], [0.60, 0.09, -0.12], [-0.30, -0.27, -0.13], [0.14, 0.29, 0.29], [-0.29, -0.03, 0.15], [0.10, -0.08, -0.06], [-0.01, 0.11, 0.18], [0.28, 0.00, -0.26], [-0.37, 0.17, 0.14], [-0.06, -0.02, -0.01], [0.05, -0.07, -0.13], [-0.20, -0.05, 0.13], [0.11, -0.21, -0.26], [-0.16, 0.00, 0.17], [0.08, 0.00, -0.04], [-0.20, -0.17, -0.39], [0.11, 0.08, 0.52], [0.03, -0.04, 0.00], [-0.01, 0.04, 0.00], [-0.07, -0.02, -0.07], [-0.10, -0.04, 0.10], [-0.12, -0.05, -0.09], [0.10, -0.06, -0.05], [0.00, 0.03, -0.01], [-0.23, -0.08, -0.12], [0.02, -0.01, -0.03], [-0.03, 0.05, -0.02], [0.07, -0.05, 0.00], [0.05, 0.05, -0.04], [-0.07, 0.01, 0.09], [-0.10, -0.19, -0.11], [0.01, -0.04, -0.04], [-0.09, -0.04, -0.03], [0.00, -0.09, 0.05], [-0.03, -0.02, 0.02], [0.00, -0.06, 0.01], [0.02, 0.04, 0.04], [0.03, 0.03, 0.04], [0.00, 0.07, 0.04], [-0.03, 0.08, 0.09], [0.08, 0.08, 0.02], [0.14, 0.06, -0.04], [0.03, 0.11, -0.03], [-0.08, -0.01, 0.00], [0.06, -0.05, -0.01]], "mulliken_charge": [-0.890, -0.474, 1.416, -0.647, -1.073, 0.338, -1.334, 0.659, -0.604, -0.014, -0.830, 1.259, -1.597, -1.127, 0.685, -0.658, -0.063, 0.334, -0.743, -0.568, 0.282, 0.042, -1.065, -1.193, 0.342, -0.621, -0.540, 0.423, -0.482, -0.746, 0.354, 0.282, 0.306, 0.390, 0.410, 0.354, 0.365, 0.392, 0.310, 0.369, 0.456, 0.394, 0.362, 0.127, 0.513, 0.385, 0.298, 0.375, 0.306, 0.328, 0.371, 0.395, -0.014, 0.392, 0.448, 0.242, 0.298, 0.285]}

---

No. 3
{"formula": "C22H28N4O5S", "method": "ωB97M-V/def2-TZVPD", "charge": 0, "e_tot_ev": -50301.6563, "lumo_ev": 0.548, "smiles": "COc1ccc(N2CCN(CCCNS(=O)(=O)c3ccc4c(c3)oc(=O)n4C)CC2)cc1", "spin_multiplicity": 1, "elements": ["C", "O", "C", "C", "C", "C", "N", "C", "C", "N", "C", "C", "C", "N", "S", "O", "O", "C", "C", "C", "C", "C", "C", "O", "C", "O", "N", "C", "C", "C", "C", "C", "H", "H", "H", "H", "H", "H", "H", "H", "H", "H", "H", "H", "H", "H", "H", "H", "H", "H", "H", "H", "H", "H", "H", "H", "H", "H", "H", "H"], "coordinates": [[1.0248, 6.1491, -1.2049], [1.2332, 5.5432, 0.0521], [1.5671, 4.2213, 0.0766], [1.6678, 3.6338, 1.3349], [1.9500, 2.2894, 1.4745], [2.1556, 1.4783, 0.3571], [2.4385, 0.1031, 0.4401], [2.6466, -0.4422, 1.7667], [3.1114, -1.8969, 1.6798], [2.0933, -2.6542, 0.9910], [2.1274, -4.0905, 1.1560], [0.7475, -4.6961, 0.8565], [-0.3517, -3.8853, 1.5521], [-1.6837, -4.0354, 1.0033], [-1.9988, -3.4036, -0.5138], [-3.3322, -3.8167, -0.8308], [-0.9649, -3.7070, -1.4678], [-1.9575, -1.6323, -0.2433], [-2.2015, -1.0833, 1.0036], [-2.1261, 0.2891, 1.2039], [-1.8168, 1.0753, 0.1070], [-1.6001, 0.5031, -1.1581], [-1.6613, -0.8578, -1.3565], [-1.3270, 1.4935, -2.0512], [-1.3721, 2.6816, -1.3854], [-1.1986, 3.7536, -1.8895], [-1.6651, 2.4293, -0.0622], [-1.7731, 3.4521, 0.9414], [2.0114, -2.1811, -0.3744], [1.5331, -0.7354, -0.3305], [2.1000, 2.0899, -0.8959], [1.8072, 3.4314, -1.0425], [1.9506, 6.1874, -1.7878], [0.6960, 7.1646, -0.9889], [0.2519, 5.6240, -1.7728], [1.5100, 4.2534, 2.2048], [1.9996, 1.8809, 2.4711], [3.4122, 0.1516, 2.2705], [1.7175, -0.4216, 2.3626], [3.2371, -2.2889, 2.6916], [4.0857, -1.9402, 1.1623], [2.3857, -4.2915, 2.1997], [2.8855, -4.5755, 0.5188], [0.7317, -5.7363, 1.1859], [0.5578, -4.6785, -0.2155], [-0.3996, -4.1361, 2.6157], [-0.0955, -2.8283, 1.4598], [-2.0500, -4.9749, 1.0490], [-2.4436, -1.7435, 1.8203], [-2.2995, 0.7244, 2.1744], [-1.4721, -1.3224, -2.3085], [-1.5541, 4.4058, 0.4644], [-1.0485, 3.2741, 1.7365], [-2.7823, 3.4721, 1.3565], [1.2832, -2.7691, -0.9330], [2.9885, -2.2392, -0.8845], [1.4439, -0.3486, -1.3439], [0.5342, -0.7275, 0.1358], [2.2993, 1.5085, -1.7828], [1.7620, 3.8481, -2.0352]], "forces_ev_per_a": [[-0.07, 0.09, -0.25], [0.04, -0.18, 0.27], [0.03, -0.13, 0.24], [-0.02, 0.32, -0.26], [-0.01, -0.20, -0.02], [0.01, 0.25, -0.07], [0.24, -0.27, 0.01], [0.26, -0.11, 0.04], [-0.12, 0.26, 0.15], [0.30, -0.01, -0.01], [-0.12, -0.12, 0.00], [0.10, 0.20, 0.08], [0.52, 0.05, -0.13], [-0.41, 0.38, -0.78], [-0.29, -0.09, 0.54], [-0.16, -0.06, 0.08], [0.10, 0.25, 0.02], [0.09, -0.65, 0.23], [-0.04, -0.12, 0.05], [0.07, 0.24, -0.20], [0.01, -0.58, -0.32], [-0.31, -0.51, 0.92], [0.11, 0.56, -0.31], [0.11, -0.19, -0.47], [-0.05, 0.76, 0.42], [0.00, -0.05, -0.29], [0.09, -0.26, -0.30], [-0.04, 0.19, 0.18], [-0.25, 0.26, 0.01], [-0.05, -0.25, -0.17], [-0.03, -0.12, 0.12], [-0.07, 0.28, -0.01], [-0.01, 0.00, 0.02], [0.03, -0.05, -0.07], [0.07, 0.05, 0.02], [-0.02, 0.07, 0.10], [0.01, -0.08, 0.08], [-0.07, 0.01, 0.05], [0.05, 0.04, 0.04], [0.01, 0.01, -0.02], [-0.02, -0.01, 0.06], [0.08, -0.01, -0.03], [0.01, 0.00, 0.10], [0.00, -0.06, -0.04], [0.07, -0.11, 0.07], [-0.03, 0.14, -0.03], [0.05, -0.09, 0.22], [-0.30, -0.10, -0.13], [-0.01, -0.04, 0.14], [-0.02, 0.03, 0.13], [0.08, 0.01, -0.21], [0.00, -0.04, 0.06], [-0.02, 0.02, -0.02], [0.00, 0.02, -0.01], [0.01, 0.00, -0.03], [-0.05, -0.04, -0.01], [-0.03, 0.01, 0.02], [0.05, 0.02, -0.07], [0.04, -0.07, -0.08], [-0.04, 0.06, -0.09]], "mulliken_charge": [-0.710, -0.491, 0.642, -1.027, 0.044, 0.005, 0.022, -0.564, -1.376, 0.621, -1.017, -0.664, -0.216, -0.372, 1.372, -0.738, -0.669, -0.004, -0.264, -1.007, 0.731, 0.355, -0.818, -0.447, 0.242, -0.581, 0.283, -1.175, -1.576, -0.162, -0.464, -0.419, 0.330, 0.256, 0.241, 0.430, 0.420, 0.607, 0.346, 0.448, 0.308, 0.426, 0.297, 0.473, 0.368, 0.403, -0.162, 0.345, 0.561, 0.511, 0.518, 0.279, 0.390, 0.384, 0.456, 0.439, 0.665, -0.172, 0.507, 0.365]}

---

| no. | gap between HOMO and LUMO (eV) | highest occupied orbital energy (eV) |
| --- | --- | --- |
| 1 | 8.33 | -7.694 |
| 2 | 7.78 | -7.167 |
| 3 | 8.16 | -7.615 |